96
Properties=species:S:1:pos:R:3:forces:R:3:lowdin_charge:R:1 method="wB97M-V/def2-TZVPD" gap_ev=5.75 total_charge=+2 lumo_energy_ha=-0.228 spin_multiplicity=1 energy_ha=-5166.4176
Sn 0.10155 0.11599 1.44316 -0.467 0.952 0.107 1.47
Br -5.77857 2.07909 4.08369 0.018 0.028 -0.011 0.82
Si 2.60783 -0.78468 3.39591 -0.099 -0.165 0.469 0.60
O -5.74217 -1.26299 -10.22895 -0.045 -0.051 -0.031 -0.05
N -0.05690 1.23608 -0.69647 0.269 -0.177 0.246 0.05
N -2.38436 0.44903 -4.99791 0.012 0.065 -0.052 0.20
N -0.81561 -1.27932 -0.06076 0.252 -0.133 0.263 -0.02
N 1.66251 1.82922 2.50845 -0.407 -0.689 -0.491 -0.24
N -2.94483 -1.62504 -4.43707 0.006 -0.100 0.032 0.20
C 2.68203 -1.50721 5.10260 0.267 0.010 -0.023 -0.25
C 1.05769 -1.42830 2.58609 -0.144 0.309 -0.894 -0.30
C -4.46018 0.01559 -8.77704 0.006 0.051 -0.064 0.02
C 1.80695 -1.69841 7.35288 -0.049 -0.007 -0.019 -0.07
C -1.09108 1.05887 -2.88187 -0.043 -0.071 0.024 -0.05
C 4.10873 -1.11184 2.36591 -0.014 -0.044 -0.118 -0.28
C 0.33771 2.46279 -1.01730 -0.311 -0.209 -0.146 -0.09
C 6.51398 -0.97730 2.10848 0.024 0.014 0.000 -0.06
C -1.15375 -0.81677 -1.27999 -0.051 -0.110 -0.056 -0.15
C 2.04591 4.12078 3.49626 0.068 -0.035 -0.138 -0.16
C -1.10349 -2.52711 0.28283 -0.079 -0.008 0.045 -0.08
C -1.85708 0.23635 -3.74975 0.002 0.066 -0.067 -0.12
C 3.72033 3.16032 1.91470 -0.084 0.086 -0.011 -0.16
C -3.03833 -0.70078 -5.37522 0.034 0.051 0.016 -0.22
C -4.39244 -2.04151 -6.92283 0.009 -0.045 0.062 -0.01
C 1.02642 3.07477 3.05504 0.350 -0.100 -0.139 -0.17
C 6.42823 -1.65341 0.89731 -0.054 0.002 0.011 -0.06
C -2.82997 1.00912 1.39580 -0.140 0.090 0.179 -0.11
C -0.76016 0.52529 -1.61666 0.055 0.065 -0.018 -0.14
C 2.69990 2.11860 1.46319 0.102 0.275 0.486 -0.18
C -2.14009 -2.94902 -1.81773 -0.042 -0.013 -0.059 0.06
C 1.75937 -1.13575 6.08697 0.042 -0.035 0.012 -0.10
C -5.11449 -1.19143 -9.04925 0.012 -0.021 0.034 -0.27
C 2.77405 -2.65077 7.65051 -0.005 -0.013 -0.005 -0.06
C -4.04442 1.37968 1.95564 0.004 0.033 -0.114 -0.10
C 3.03454 4.44771 2.37441 -0.074 -0.215 0.085 -0.17
C 3.64926 -2.46645 5.41922 -0.050 0.078 0.059 -0.08
C -3.78327 0.18151 -7.59382 0.028 0.049 0.015 -0.02
C -1.70373 0.89363 2.20341 0.443 -0.101 -0.100 -0.31
C -3.00114 1.52695 4.13150 0.145 0.035 0.039 -0.10
C -1.78525 1.16456 3.56829 -0.267 -0.040 -0.019 -0.13
C -2.22367 -1.05491 -3.43778 -0.033 -0.082 -0.007 -0.17
C 4.04086 -1.78301 1.14108 0.046 0.080 0.029 -0.10
C 5.36467 -0.71237 2.83721 -0.018 0.056 -0.014 -0.09
C 5.19094 -2.05421 0.41183 0.004 0.005 -0.016 -0.07
C -0.63070 2.34692 -3.19190 -0.003 0.058 -0.102 0.05
C 2.25163 1.06345 3.63030 0.216 0.009 0.046 -0.23
C -1.85013 -1.62519 -2.18602 -0.037 -0.071 -0.011 -0.05
C -6.42596 -2.47127 -10.56047 0.018 0.045 0.005 -0.05
C 0.08297 3.04623 -2.25944 0.016 0.037 0.076 0.00
C -5.07679 -2.22237 -8.11087 0.006 -0.064 0.029 0.01
C -4.12225 1.62523 3.32006 -0.044 -0.013 0.006 -0.68
C -3.73846 -0.84556 -6.64306 0.025 0.059 0.019 -0.17
C 3.69486 -3.03291 6.68643 0.022 -0.034 -0.064 -0.06
C -1.75772 -3.40480 -0.58175 0.009 0.013 0.037 0.01
H -0.91523 1.08427 4.21341 -0.073 -0.064 -0.024 0.09
H 2.59431 3.76028 4.37043 -0.032 0.050 0.018 0.12
H 1.09224 -1.39618 8.10766 0.007 -0.023 -0.011 0.11
H 4.32026 2.77141 2.74072 0.089 -0.042 -0.107 0.11
H 1.16446 -2.28524 1.92235 0.152 -0.032 0.151 0.01
H 0.37999 3.49553 2.30125 -0.267 0.142 -0.491 0.12
H -2.65751 -3.58351 -2.52719 0.000 0.025 0.033 0.14
H 1.49482 5.01045 3.80429 0.028 -0.011 0.042 0.13
H 0.45598 4.04038 -2.46319 -0.015 -0.023 0.030 0.13
H 2.80444 -3.10071 8.63445 0.017 0.041 -0.004 0.11
H 2.19729 2.47308 0.56851 0.142 0.004 0.152 0.07
H 7.32664 -1.87218 0.33493 -0.014 0.009 0.009 0.11
H 4.37464 -2.76820 4.67079 -0.010 -0.005 0.054 0.10
H -2.34544 1.29482 -5.53908 0.004 0.000 -0.027 0.15
H -5.57242 -3.16214 -8.30338 0.009 0.006 0.030 0.11
H 0.27913 -1.63310 3.32672 0.028 -0.010 0.048 0.04
H 7.47843 -0.66414 2.48742 -0.016 -0.019 -0.005 0.11
H 4.45150 -3.77194 6.91741 -0.033 0.009 0.014 0.11
H 4.40120 3.34281 1.08290 0.052 0.021 0.021 0.13
H -5.73388 -3.31354 -10.59825 0.019 -0.002 0.006 0.10
H -0.82850 2.77912 -4.16540 -0.016 0.002 0.045 0.13
H -4.35620 -2.83561 -6.18868 -0.031 -0.011 -0.043 0.12
H -1.95465 -4.41860 -0.26424 -0.014 0.016 0.008 0.13
H 0.38675 2.78883 3.88781 0.036 -0.044 -0.064 0.10
H -6.85241 -2.31048 -11.54395 -0.003 0.023 -0.024 0.10
H 3.19988 1.18572 1.20319 -0.020 -0.144 0.066 0.11
H 5.44964 -0.19671 3.79050 0.014 -0.046 -0.036 0.11
H 3.20042 1.51640 3.93084 -0.055 0.068 0.143 0.10
H 1.57849 1.16280 4.48609 0.084 -0.035 -0.009 0.08
H -3.07527 1.73466 5.19049 -0.032 -0.022 -0.013 0.11
H -0.81421 -2.83798 1.27996 -0.042 -0.007 -0.075 0.11
H -7.22546 -2.67524 -9.84686 -0.002 0.007 0.016 0.10
H 5.12344 -2.58653 -0.52844 0.012 0.015 0.011 0.11
H 0.87466 3.01862 -0.28289 0.021 0.250 0.292 0.09
H 2.51088 4.92061 1.53676 -0.018 -0.008 -0.011 0.12
H 0.98775 -0.40013 5.87143 0.034 -0.037 0.050 0.09
H 3.08157 -2.10415 0.74582 0.043 -0.049 0.010 0.09
H -2.77906 0.81142 0.33062 -0.044 0.005 0.026 0.09
H -4.50159 0.79881 -9.52227 0.016 -0.001 0.037 0.13
H -4.92717 1.48266 1.33846 0.008 -0.037 0.026 0.11
H 3.77789 5.16083 2.72773 -0.006 0.030 -0.024 0.12
H -3.28363 1.12971 -7.42441 -0.022 -0.026 -0.010 0.11